# C33H62F11IN9O7P3

A 3-piece molecular cluster, C33H62F11IN9O7P3 overall at a distorted geometry (ωB97M-V/def2-TZVPD, the Open Molecules 2025 dataset).

Its strongest force on any atom is 6.94 eV/A. For the HOMO energy, the calculation gives -8.213 eV.

Element x y z (Å)
C  -5.55905  6.03439  -3.92283
C  -5.92624  5.33124  -2.63535
O  -6.26011  5.88568  -1.62804
O  -5.81834  3.94425  -2.67630
C  -4.42590  3.58349  -2.57053
C  -4.15656  2.72316  -1.31861
C  -3.87161  1.26211  -1.72816
C  -2.36130  0.98585  -1.86309
C  -2.16425  -0.39670  -2.50006
C  -0.84769  -1.14768  -2.11657
C  -0.89862  -2.29185  -3.15802
O  -1.69916  -3.18838  -3.06229
N  -0.00903  -2.26518  -4.31092
C  -0.54371  -1.60590  -5.42839
O  -1.71571  -1.51086  -5.70735
F  0.38922  -1.06947  -6.21671
C  0.45017  -0.28299  -2.22774
C  0.51129  0.73677  -3.37749
C  1.44464  1.93621  -3.11717
C  2.29803  2.37001  -4.30587
F  2.44982  1.46055  -5.27793
F  3.54469  2.62928  -3.82995
C  1.84393  3.69482  -4.97939
F  2.92808  4.19667  -5.62045
F  1.49962  4.62158  -4.08490
C  0.73073  3.52001  -6.05492
F  -0.02855  2.43919  -5.84005
F  -0.09416  4.58284  -5.94008
C  1.21578  3.53683  -7.53091
F  0.14137  3.20858  -8.27615
F  2.15258  2.64130  -7.78888
F  1.57465  4.75004  -7.91874
P  2.10659  -1.23543  -2.34127
N  3.05703  -0.68805  -3.46185
C  0.50900  0.23442  -0.78054
O  0.71761  1.32818  -0.34227
N  0.18710  -0.88750  0.07331
C  -0.75143  -1.73250  -0.66106
I  0.20403  -3.74410  -0.46277
C  -2.05690  -1.94912  0.16407
C  -2.58248  -0.72226  0.91383
F  -3.03047  -2.56899  -0.57920
H  -4.47987  6.19667  -3.88449
H  -6.04958  6.99708  -3.99657
H  -5.74742  5.38811  -4.77578
H  -4.18251  3.02123  -3.47447
H  -3.76473  4.45280  -2.55252
H  -3.36830  3.13016  -0.68705
H  -5.08385  2.73777  -0.74691
H  -4.34295  1.02796  -2.68525
H  -4.34225  0.61168  -0.99131
H  -1.98287  1.81138  -2.46892
H  -1.93255  1.09832  -0.86940
H  -2.06426  -0.22546  -3.57464
H  -3.03383  -1.03564  -2.37979
H  0.34821  -3.18700  -4.52737
H  0.78115  0.17524  -4.26748
H  -0.47714  1.13711  -3.58875
H  2.11253  1.73230  -2.28678
H  0.82151  2.76795  -2.79399
H  1.80632  -2.57266  -2.65776
H  2.70964  -1.16334  -1.06282
H  3.27146  -1.40453  -4.14069
H  1.01783  -1.39646  0.34501
H  -1.79213  -2.67399  0.92738
H  -3.56706  -0.46874  0.52849
H  -1.89764  0.11726  0.94327
H  -2.74801  -1.01731  1.95037
O  -4.14724  -2.29771  4.31542
P  -4.67202  -2.51142  5.71861
N  -3.48659  -1.63860  6.60440
C  -3.16536  -1.87207  7.99670
C  -3.46511  -0.20426  6.32904
N  -4.32328  -4.21426  5.81682
C  -2.94995  -4.63306  6.05720
C  -4.87499  -4.95606  4.68756
N  -5.81215  -2.62028  7.07939
C  -6.22178  -3.88650  7.67729
C  -7.01906  -1.80279  6.82483
H  -3.87877  -1.39629  8.68345
H  -2.17320  -1.46703  8.20958
H  -3.12574  -2.93087  8.24225
H  -4.29085  0.31749  6.83485
H  -3.55086  -0.01403  5.25922
H  -2.52349  0.23753  6.65979
H  -2.23042  -4.11979  5.40739
H  -2.84896  -5.70730  5.89284
H  -2.66258  -4.46766  7.09630
H  -4.26674  -4.84949  3.78313
H  -5.88455  -4.60579  4.45186
H  -4.95127  -6.01738  4.93676
H  -6.75969  -4.53760  6.98262
H  -6.88387  -3.67539  8.52300
H  -5.37096  -4.42620  8.08145
H  -7.65791  -2.24895  6.05597
H  -6.73117  -0.80272  6.48482
H  -7.60429  -1.67670  7.73624
O  5.03806  -0.79766  0.16356
P  6.42986  -0.20693  -0.04639
N  7.28571  -1.35227  0.91587
C  8.53517  -1.08477  1.59690
C  7.31068  -2.70323  0.36245
N  6.12443  1.21926  0.90656
C  6.06922  1.09395  2.35554
C  4.95874  1.95954  0.43054
N  7.92219  0.51049  -0.70135
C  8.31408  1.89531  -0.46116
C  8.05492  0.22594  -2.14847
H  9.40636  -1.15094  0.93059
H  8.67023  -1.81416  2.39935
H  8.55140  -0.10367  2.06567
H  8.03362  -2.78977  -0.46228
H  6.32867  -2.98334  -0.01891
H  7.57632  -3.43048  1.13204
H  5.44047  0.25782  2.68489
H  5.67438  2.01018  2.79809
H  7.06638  0.97003  2.77976
H  4.01609  1.50232  0.75190
H  4.95058  2.00528  -0.66362
H  4.99159  2.98858  0.79645
H  7.60824  2.62092  -0.87396
H  9.28834  2.06845  -0.92933
H  8.44385  2.09092  0.59894
H  7.33666  0.79844  -2.74281
H  7.87835  -0.83750  -2.34019
H  9.06186  0.45407  -2.49960

---

# C20H23N5O2S

A single C20H23N5O2S molecule at a distorted geometry (ωB97M-V/def2-TZVPD, the Open Molecules 2025 dataset).

Its strongest force on any atom is 1.45 eV/A. The energy above the lowest of the compared OMol25 structures with the same formula, charge and spin comes out at 46.9 kcal/mol. For the HOMO energy, the calculation gives -7.797 eV.

Element x y z (Å)
C  3.95989  0.06976  4.88813
C  3.87774  1.22368  3.89283
O  2.61815  1.86618  3.91004
C  1.55968  1.29752  3.27649
C  1.59455  0.12312  2.53066
C  0.45361  -0.33102  1.89888
C  -0.74229  0.37113  1.99740
C  -0.78613  1.53339  2.77221
C  0.34892  1.98965  3.39781
H  0.33508  2.89127  3.98969
H  -1.72174  2.06187  2.86372
C  -1.94327  -0.08226  1.33560
N  -3.17457  0.21426  1.70853
N  -4.04791  -0.36275  0.89853
C  -3.37506  -1.03039  -0.01132
C  -3.77445  -1.80206  -1.11961
C  -2.79667  -2.30162  -1.91962
C  -1.43194  -2.02437  -1.59948
N  -1.04068  -1.35690  -0.55493
N  -2.00793  -0.87633  0.22610
S  -0.24202  -2.59754  -2.74245
C  1.33471  -1.91496  -2.14560
H  1.98345  -1.92893  -3.02464
H  1.73716  -2.60757  -1.40536
C  1.35824  -0.53200  -1.50297
O  2.03944  -0.38774  -0.50594
N  0.68043  0.47621  -2.07717
C  0.04233  0.45260  -3.37610
H  -1.01608  0.17295  -3.28031
C  0.15523  1.82798  -4.04712
C  1.49087  2.46495  -3.67760
C  1.51766  2.77843  -2.17622
C  0.65571  1.76426  -1.41342
H  -0.38528  2.09888  -1.36718
H  1.01974  1.62335  -0.39514
H  2.54383  2.74164  -1.81129
H  1.12998  3.78001  -1.98834
H  1.65133  3.37460  -4.25634
H  2.29368  1.76726  -3.92549
H  -0.65757  2.48012  -3.72479
H  0.07119  1.70170  -5.12689
H  0.53392  -0.29387  -4.00340
H  -3.00707  -2.89237  -2.79584
H  -4.82478  -1.95669  -1.30170
H  0.50086  -1.24062  1.32340
H  2.50237  -0.44335  2.40850
H  4.12428  0.88526  2.87949
H  4.58553  2.00799  4.17696
H  3.24264  -0.70848  4.63981
H  3.74069  0.43104  5.88981
H  4.96031  -0.35417  4.87594

---

# C10H29NO7

A 4-piece molecular cluster, C10H29NO7 overall at a distorted geometry (ωB97M-V/def2-TZVPD, the Open Molecules 2025 dataset).

Its strongest force on any atom is 2.70 eV/A. The energy above the lowest of the compared OMol25 structures with the same formula, charge and spin comes out at 34.1 kcal/mol. For the HOMO energy, the calculation gives -8.948 eV.

Element x y z (Å)
C  -12.06699  16.08178  -7.26864
C  -11.74944  14.57930  -7.07120
O  -11.60668  14.23850  -5.69612
O  -13.01582  16.54828  -6.38604
H  -12.32057  16.20718  -8.32129
H  -11.24756  16.80048  -7.25856
H  -10.89822  14.35060  -7.71247
H  -12.68627  14.07861  -7.31567
H  -10.80695  14.64628  -5.35591
H  -12.79201  16.26458  -5.49664
C  -20.23596  15.22593  -9.68849
C  -21.08989  13.96635  -9.43653
O  -20.22250  12.94947  -9.03811
O  -20.01974  15.93399  -8.47912
H  -20.71596  15.83057  -10.45799
H  -19.23263  15.02136  -10.06212
H  -21.65998  13.61556  -10.29679
H  -21.82561  14.33539  -8.72197
H  -20.83929  12.31400  -8.66751
H  -19.25626  15.55233  -8.03978
C  -15.21574  23.19254  -11.82479
C  -15.53095  22.43209  -10.57641
O  -14.42238  21.96521  -9.90225
O  -14.56653  24.46690  -11.60873
H  -16.10439  23.52135  -12.36358
H  -14.63839  22.56981  -12.50813
H  -15.98695  21.47973  -10.84692
H  -16.21333  23.02164  -9.96413
H  -14.59899  21.48261  -9.09138
H  -14.20445  24.90730  -12.38110
C  -22.94368  6.24600  -5.21433
C  -23.44193  7.64163  -4.86578
C  -22.49358  8.54016  -4.08490
O  -23.21792  9.65212  -3.63092
C  -22.39620  10.67858  -3.01153
N  -24.12644  8.36182  -5.98027
H  -23.15247  5.60509  -4.35774
H  -21.88980  6.19699  -5.48827
H  -23.32031  5.73914  -6.10278
H  -24.27699  7.47824  -4.18456
H  -21.75274  8.83303  -4.82886
H  -21.91606  7.95088  -3.37264
H  -22.97273  11.60362  -3.01628
H  -21.50375  10.86250  -3.60970
H  -22.07559  10.34290  -2.02531
H  -24.86652  7.83244  -6.41859
H  -24.53813  9.14122  -5.48717

---

> The lowest strongest force on any atom belongs to which entry?

C20H23N5O2S

---

> strongest force on any atom of number 2 (C20H23N5O2S)?

1.45 eV/A